Entry 1:
Below is 2 unconnected molecules or ions with the total composition C12H15N2S at a distorted geometry, with properties calculated with wB97M-V/def2-TZVPD.

## Properties
DFT total energy ... -973.655198 hartree
Net charge ... +1
HOMO-LUMO gap ... 0.273 hartree
Lowest unoccupied orbital energy ... -3.80 eV
Strongest force on any atom ... 6.39 eV Å⁻¹
HOMO level ... -11.2 eV
Molar mass ... 219.33 Da

Last column: Löwdin charge in e.
Positions of all 30 atoms, in Å:
C 3.6701 0.3891 1.5313  -0.152
C 2.6731 -0.1844 0.6539  -0.137
C 4.2139 1.4913 0.9574  -0.386
C 2.4914 0.4409 -0.5782  -0.573
C -4.0397 1.8262 -0.5037  -0.014
C -2.7535 1.7997 -0.9837  0.023
C -4.3207 0.8904 0.4472  -0.040
C -3.3610 0.0169 0.8570  -0.022
C -1.8109 0.8282 -0.5961  -0.225
C 1.5939 -1.4637 -1.6389  0.002
C -1.1376 -0.9948 0.8189  0.045
C 1.9326 -0.1641 -1.7172  -0.243
N -2.1445 -0.1000 0.2735  -0.041
N -0.6013 0.8582 -1.3009  0.211
S 3.5658 1.8192 -0.6153  1.041
H 3.8301 -0.0408 2.4926  0.100
H 2.2337 -1.1536 0.8898  0.102
H 4.9948 2.1266 1.3438  0.072
H -4.7200 2.5848 -0.8496  0.131
H -2.5568 2.5634 -1.7389  0.135
H -5.1950 0.8627 1.0902  0.130
H -3.3626 -0.3288 1.8999  0.158
H 2.0086 -2.0525 -0.8814  0.047
H 1.3553 -2.0603 -2.5235  0.082
H 0.0094 0.1588 -1.3359  -0.036
H -0.6656 -1.4753 -0.0640  0.107
H -0.4540 -0.4507 1.3640  0.081
H -1.6026 -1.7585 1.4641  0.122
H 1.7722 0.4182 -2.6647  0.137
H -0.3800 1.7024 -1.8459  0.144

---

Entry 2:
Below is a molecular structure, C12H16As2CrF3O2Se4 at a distorted geometry, with properties calculated with wB97M-V/def2-TZVPD.

## Properties
DFT total energy ... -16038.751787 hartree
HOMO-LUMO gap (alpha / beta) ... 0.240 / 0.248 hartree
Lowest unoccupied orbital energy (alpha / beta) ... -0.73 / -0.64 eV
2S+1 ... 4
Strongest force on any atom ... 1.58 eV Å⁻¹
HOMO level (alpha / beta) ... -7.3 / -7.4 eV
Molar mass ... 766.93 Da

Last column: Mulliken spin population.
Positions of all 40 atoms, in Å:
Cr 0.1032 -0.1662 -0.1507  3.344
Se 1.0544 -0.4012 -2.3330  -0.155
Se 2.7327 1.0224 -2.5911  -0.011
Se 1.6843 -1.7459 0.8013  -0.061
Se 1.8687 -2.5083 -1.3779  0.076
C 1.7634 3.4333 -0.2198  0.006
As 1.2986 1.7697 0.7014  -0.117
C 2.8804 1.5771 1.8133  0.014
C -0.0849 2.5564 1.8363  -0.015
C 0.2074 3.2916 2.9810  0.002
C -0.8070 3.9079 3.6958  0.000
C -2.1225 3.8002 3.2667  0.000
C -2.4219 3.0732 2.1258  0.001
C -1.4104 2.4434 1.4078  0.007
As -1.8007 1.4061 -0.2044  -0.061
C -3.6214 0.7874 0.1070  0.001
C -2.1768 2.8503 -1.4739  0.014
H 1.8865 4.2135 0.5305  -0.003
H 0.9770 3.7188 -0.9151  -0.002
H 2.6824 3.2688 -0.7729  0.004
H 3.1792 2.5256 2.2546  -0.002
H 3.6647 1.2240 1.1444  0.000
H 2.7226 0.8228 2.5799  -0.002
H 1.2359 3.3764 3.3101  0.000
H -0.5777 4.4757 4.5883  0.000
H -2.9195 4.2793 3.8203  0.000
H -3.4517 2.9860 1.7999  0.000
H -4.3209 1.6151 0.0121  -0.003
H -3.6999 0.3451 1.0975  0.002
H -3.8725 0.0337 -0.6393  0.000
H -2.7816 3.6185 -0.9964  -0.001
H -2.7233 2.4300 -2.3179  0.000
H -1.2512 3.2880 -1.8420  -0.004
F -3.4747 -2.4598 1.7972  0.000
C -2.7381 -2.7519 0.7238  -0.002
F -2.1992 -3.9588 0.9005  0.000
F -3.5551 -2.8021 -0.3408  0.001
C -1.6457 -1.6968 0.4899  0.013
O -1.2847 -0.9241 1.4001  -0.014
O -1.1548 -1.6248 -0.6646  -0.029

---

Entry 3:
Below is a molecular structure, C12H16AuBBrF4IO4PS2, with properties calculated with wB97M-V/def2-TZVPD.

## Properties
DFT total energy ... -5337.695282 hartree
Net charge ... -2
HOMO-LUMO gap (alpha / beta) ... 0.222 / 0.260 hartree
Lowest unoccupied orbital energy (alpha / beta) ... 4.06 / 4.03 eV
2S+1 ... 2
Strongest force on any atom ... 0.76 eV Å⁻¹
HOMO level (alpha / beta) ... -2.0 / -3.0 eV
Molar mass ... 809.94 Da

Last column: Mulliken spin population.
Positions of all 43 atoms, in Å:
Au 0.6728 -1.0014 0.9499  0.375
C -3.0091 0.7278 -3.8633  0.001
C -3.2713 -0.1176 -2.6378  0.007
O -2.7724 0.5868 -1.4964  -0.005
P -2.0973 -0.2495 -0.2922  0.008
S -1.4861 1.0517 1.0143  0.021
S -0.7340 -1.5504 -0.9800  0.108
O -3.4235 -1.0718 0.1451  -0.001
C -3.2979 -2.2206 1.0020  0.001
C -3.3347 -1.8256 2.4634  0.000
H -3.4161 0.2439 -4.7543  0.000
H -1.9364 0.8660 -3.9979  0.001
H -3.4723 1.7097 -3.7556  0.000
H -2.7727 -1.0864 -2.7274  -0.005
H -4.3399 -0.2957 -2.4897  0.001
H -2.3740 -2.7512 0.7674  0.000
H -4.1346 -2.8713 0.7418  0.001
H -2.4831 -1.1908 2.7074  0.001
H -3.2856 -2.7251 3.0820  0.000
H -4.2514 -1.2812 2.6986  0.000
F 5.3315 -1.6277 -0.8133  0.000
B 4.1881 -1.8547 -1.6012  -0.004
F 4.0066 -3.2356 -1.7993  0.000
F 4.3392 -1.2100 -2.8497  0.000
F 3.0483 -1.3154 -0.9424  -0.006
Br 2.1568 4.9206 -2.2503  0.000
C 2.1857 3.7495 -0.7384  -0.003
C 1.8842 4.2684 0.5108  0.002
C 1.9119 3.4183 1.6043  0.000
C 2.2095 2.0677 1.4514  0.003
C 2.5104 1.5768 0.1883  0.018
C 2.5090 2.4187 -0.9181  -0.003
C 2.2039 1.1763 2.6797  0.003
O 2.5179 1.6808 3.7581  0.009
O 1.8157 -0.0319 2.5195  0.068
H 1.6354 5.3153 0.6226  0.000
H 1.7062 3.7853 2.6016  0.001
H 2.7786 0.5354 0.0478  -0.015
H 2.7564 2.0294 -1.8963  -0.001
I 0.0434 -4.5620 1.6277  0.027
C 0.9444 -2.7090 2.1950  0.398
H 2.0125 -2.8889 2.2619  -0.005
H 0.5239 -2.4545 3.1629  -0.007

---

Entry 4:
Below is a molecular structure, C12H16BBrCl2F4O2PdSe2, with properties calculated with wB97M-V/def2-TZVPD.

## Properties
DFT total energy ... -9466.949877 hartree
HOMO-LUMO gap (alpha / beta) ... 0.230 / 0.230 hartree
Lowest unoccupied orbital energy (alpha / beta) ... -2.66 / -2.66 eV
Strongest force on any atom ... 0.87 eV Å⁻¹
HOMO level (alpha / beta) ... -8.9 / -8.9 eV
Molar mass ... 694.21 Da

Last column: Löwdin charge in e.
Positions of all 41 atoms, in Å:
Pd 0.2066 -0.8958 0.8414  0.485
Cl 0.0169 -3.0921 2.6403  0.658
C 1.7771 -3.1710 2.8489  -0.888
Cl 2.6317 -2.1512 1.6729  0.601
H 2.0900 -4.1959 2.6999  0.035
H 2.0045 -2.7953 3.8378  0.038
O -0.0126 5.0039 -1.1838  -0.042
C -0.6011 3.8585 -1.7577  -0.225
C -0.5096 2.6107 -0.8561  -0.558
C -1.4682 2.8248 0.3293  -0.225
O -1.1006 3.9260 1.1475  -0.047
C 0.9628 2.4490 -0.4499  -0.451
Se 1.7046 0.6677 -0.1500  0.843
C -0.9279 1.4116 -1.6910  -0.512
Se -1.4873 -0.1675 -0.7191  0.942
H -0.3531 5.0759 -0.2788  0.077
H -0.0671 3.6768 -2.6951  0.133
H -1.6588 4.0248 -2.0019  0.129
H -1.5781 1.9349 0.9352  0.065
H -2.4502 3.0544 -0.0971  0.139
H -0.6130 3.5568 1.8959  0.089
H 1.1912 3.0439 0.4296  0.070
H 1.5869 2.7997 -1.2734  0.074
H -0.1261 1.1108 -2.3632  0.065
H -1.8075 1.6356 -2.3042  0.083
Br 0.0801 -5.6855 -3.6879  0.756
C 0.1607 -4.3210 -2.3878  -0.695
C -0.8292 -4.2429 -1.4230  -0.115
C -0.7898 -3.2230 -0.4826  -0.192
C 0.2640 -2.3252 -0.5083  -0.441
C 1.2511 -2.3901 -1.4747  -0.144
C 1.2038 -3.4138 -2.4159  -0.112
H -1.6388 -4.9594 -1.4096  0.108
H -1.5741 -3.1604 0.2604  0.089
H 2.0650 -1.6836 -1.4995  0.048
H 1.9731 -3.4899 -3.1722  0.107
F -1.3366 -0.1878 2.6972  0.013
B -0.3276 0.5583 3.3919  -1.279
F -0.7576 0.9539 4.6262  0.173
F 0.0326 1.6614 2.5751  0.075
F 0.8119 -0.2881 3.4534  0.032

---

Entry 5:
Below is 2 unconnected molecules or ions with the total composition C12H16BIN3O6 at a distorted geometry, with properties calculated with wB97M-V/def2-TZVPD.

## Properties
DFT total energy ... -1404.770042 hartree
Net charge ... +1
HOMO-LUMO gap ... 0.300 hartree
Lowest unoccupied orbital energy ... -4.47 eV
Strongest force on any atom ... 5.88 eV Å⁻¹
HOMO level ... -12.6 eV
Molar mass ... 435.99 Da

Last column: Löwdin charge in e.
Positions of all 39 atoms, in Å:
O 5.0811 3.2052 -1.0084  -0.019
C 4.8398 1.9960 -0.7404  -0.737
I 6.4024 0.4802 -0.7987  0.882
C 3.2936 1.6220 -0.3865  -0.149
N 2.5318 1.7764 -1.6733  0.070
C 1.4433 0.8191 -1.8137  -0.201
N 1.5384 -0.4255 -2.5821  0.077
C 2.8447 -1.1135 -2.4063  -0.108
C 2.6516 -2.3359 -1.2050  -0.135
C 1.6774 -1.8738 0.0893  -0.003
O 3.2755 -2.0305 0.1367  -0.205
N 0.2204 1.0595 -1.2718  0.244
B -0.1516 2.2920 -0.4913  -0.523
O -1.1841 2.1379 0.5260  0.088
O 0.4005 3.6023 -0.6591  0.134
H 2.9147 2.3028 0.4656  0.148
H 3.2241 0.5184 -0.0435  0.097
H 3.1769 1.5931 -2.4586  0.137
H 0.7482 -1.0567 -2.3409  0.144
H 3.2035 -1.6825 -3.3474  0.139
H 3.7068 -0.4596 -2.0554  0.063
H 2.5729 -3.4744 -1.5766  0.170
H 1.6369 -0.7777 0.3909  0.085
H 1.5131 -2.7262 0.8477  0.127
H -0.5472 0.3784 -1.4420  0.177
H -2.0364 1.8373 0.1014  0.089
H 0.8289 3.8641 0.1972  0.133
C -3.3039 -0.9249 1.6561  0.016
C -3.7573 -2.0763 2.1523  0.031
C -5.1395 -2.1992 2.6639  -0.379
O -5.5526 -3.2474 3.1179  0.129
C -5.9980 -0.9972 2.6020  0.036
C -5.5435 0.1543 2.1054  0.030
C -4.1628 0.2765 1.5944  -0.364
O -3.7477 1.3290 1.1384  0.085
H -2.2945 -0.8167 1.2781  0.108
H -3.1417 -2.9659 2.2042  0.125
H -7.0069 -1.1048 2.9799  0.130
H -6.1587 1.0440 2.0535  0.127

---

Entry 6:
Below is a single C12H16BrN3O2S molecule, with properties calculated with wB97M-V/def2-TZVPD.

## Properties
DFT total energy ... -3753.811147 hartree
HOMO-LUMO gap ... 0.311 hartree
Lowest unoccupied orbital energy ... 0.33 eV
Strongest force on any atom ... 0.68 eV Å⁻¹
HOMO level ... -8.1 eV
Molar mass ... 346.25 Da

Last column: Löwdin charge in e.
Positions of all 35 atoms, in Å:
C 1.5523 -2.4924 3.8633  -0.112
O 1.2833 -1.1239 4.0157  -0.196
C 0.2836 -0.6518 3.1425  -0.241
C 0.3570 0.8726 3.1131  -0.143
C 1.6504 1.3509 2.4511  -0.206
N 1.6626 1.0244 1.0473  0.010
C 2.5202 0.1726 0.4746  -0.881
S 3.8934 -0.4050 1.1707  0.654
N 2.2857 -0.1547 -0.8497  -0.008
N 0.9967 -0.1329 -1.3776  0.035
C 0.0455 -1.0277 -0.9816  -0.467
O 0.2449 -1.8523 -0.1214  0.104
C -1.2509 -0.9167 -1.7231  -0.178
C -1.7336 -2.0627 -2.3486  -0.010
C -2.9332 -2.0431 -3.0359  -0.064
C -3.6794 -0.8772 -3.0917  -0.069
C -3.2305 0.2654 -2.4532  -0.123
C -2.0228 0.2379 -1.7771  -0.585
Br -1.4711 1.8269 -0.8716  0.815
H 2.3520 -2.7303 4.5614  0.089
H 1.8798 -2.7185 2.8417  0.083
H 0.6688 -3.1020 4.0935  0.088
H 0.4352 -1.0652 2.1347  0.095
H -0.7100 -0.9787 3.4911  0.128
H 0.3340 1.2396 4.1387  0.117
H -0.5076 1.2705 2.5772  0.103
H 1.7527 2.4348 2.5655  0.121
H 2.5043 0.8554 2.9171  0.073
H 0.8518 1.3188 0.5197  0.066
H 2.8685 -0.9288 -1.1572  0.118
H 0.8361 0.5168 -2.1368  0.139
H -1.1493 -2.9676 -2.2819  0.125
H -3.2887 -2.9385 -3.5211  0.108
H -4.6187 -0.8546 -3.6221  0.109
H -3.8145 1.1728 -2.4744  0.101